Entry 1:
{"formula": "C26H35N2O2P2PdTe", "method": "wB97M-V/def2-TZVPD", "fmax_ev_per_a": 0.9, "e_homo_ha": -0.11002, "spin_multiplicity": 1, "total_energy_ev": -63959.1318, "total_charge": -1, "species": ["Te", "Pd", "P", "P", "O", "O", "N", "N", "C", "C", "C", "C", "C", "C", "C", "C", "C", "C", "C", "C", "C", "C", "C", "C", "C", "C", "C", "C", "C", "C", "C", "C", "C", "C", "H", "H", "H", "H", "H", "H", "H", "H", "H", "H", "H", "H", "H", "H", "H", "H", "H", "H", "H", "H", "H", "H", "H", "H", "H", "H", "H", "H", "H", "H", "H", "H", "H", "H", "H"], "xyz": [[-0.615499, -0.976938, 1.733220], [0.034513, 0.446093, -0.500585], [2.146037, -0.312190, -1.298259], [-0.836993, -1.084762, -2.105501], [-4.957555, -0.537508, -0.425260], [-3.855925, 2.441994, -2.853958], [-3.657890, 1.255698, -0.938520], [0.171759, 2.726590, -0.245270], [0.624835, -2.709677, 4.247208], [0.103638, -0.292170, 3.620079], [0.821292, 3.253468, -1.315783], [-1.109590, 2.317457, -0.446904], [0.090945, 1.064204, 3.997224], [3.192016, -1.480463, -0.360264], [0.578353, -1.234855, 4.552454], [-0.431248, 2.136996, 3.081494], [-2.373117, -1.233896, -3.102926], [-0.862654, -2.778781, -1.374703], [-3.173824, 2.085810, -1.899131], [2.645963, -2.256891, -4.933856], [0.547603, 1.439442, 5.259663], [-5.003224, 0.754380, -1.015134], [3.418237, 0.859395, -1.914286], [1.025290, 0.517918, 6.181632], [1.030411, -0.815757, 5.804903], [1.339827, -2.386455, -5.388437], [0.286457, -1.988512, -4.577484], [1.490084, 0.951999, 7.548274], [0.517011, -1.437629, -3.316869], [1.836145, -1.247757, -2.880647], [-1.088399, 3.111270, -2.729312], [0.245345, 3.512435, -2.530240], [-1.750633, 2.490858, -1.715583], [2.881630, -1.686105, -3.691702], [-0.728635, -2.113716, -4.934492], [3.730636, 1.495116, -1.083526], [-0.361672, -3.094041, 3.979559], [-2.459975, -2.197523, -3.610890], [2.561754, -2.293377, 0.002156], [1.140309, -2.808974, -6.365892], [3.906408, -1.569198, -3.355106], [1.848922, 3.545989, -1.125690], [3.475622, -2.586628, -5.547360], [-5.822409, -0.946384, -0.520012], [2.142706, 1.825740, 7.488302], [-0.932499, -3.536460, -2.160534], [-0.150886, 3.124898, 3.453436], [-2.461069, -0.421279, -3.826834], [1.394808, -1.563809, 6.504922], [4.025332, -1.880018, -0.944552], [0.814622, 4.000116, -3.310213], [-1.523462, 2.088137, 3.014013], [-5.693674, 1.404037, -0.468174], [1.262923, -2.912413, 3.383548], [0.531083, 2.494258, 5.523756], [-3.199997, -1.135642, -2.395604], [4.296884, 0.360702, -2.330415], [0.041686, -2.934465, -0.786620], [2.966683, 1.493592, -2.678404], [-5.309854, 0.720794, -2.062189], [-0.045656, 2.022633, 2.070015], [2.042039, 0.154109, 8.047935], [3.578765, -0.956321, 0.515390], [-1.603369, 3.263200, -3.669788], [-1.704371, 2.210508, 0.451691], [-1.709999, -2.872097, -0.691889], [1.001201, -3.263012, 5.110518], [0.648465, 1.221758, 8.192288], [-3.014162, 0.754091, -0.334884]], "forces_ev_per_a": [[-0.21, -0.09, 0.36], [0.50, -0.35, -0.70], [-0.37, 0.02, -0.09], [0.15, -0.02, 0.40], [-0.10, 0.06, -0.13], [-0.08, 0.18, 0.05], [-0.15, 0.03, -0.01], [-0.05, 0.02, -0.29], [0.00, 0.04, -0.02], [0.05, -0.04, 0.07], [-0.06, 0.00, 0.35], [0.17, 0.33, -0.07], [-0.02, -0.02, 0.04], [0.06, -0.08, -0.01], [0.03, 0.03, 0.02], [0.02, -0.03, 0.03], [-0.01, 0.15, -0.10], [-0.08, 0.01, -0.03], [0.31, -0.35, -0.18], [-0.08, 0.01, 0.02], [0.02, 0.01, -0.07], [0.23, -0.21, 0.06], [0.07, 0.05, 0.03], [-0.04, 0.00, -0.01], [-0.04, -0.03, -0.05], [0.03, 0.02, 0.07], [0.04, -0.02, 0.01], [0.01, 0.00, -0.01], [-0.08, 0.01, 0.06], [0.02, 0.10, 0.02], [0.23, 0.11, -0.30], [-0.18, -0.06, -0.16], [-0.46, 0.10, 0.41], [0.03, 0.02, 0.02], [0.01, -0.01, 0.02], [0.00, -0.02, 0.00], [0.00, 0.04, 0.02], [0.00, 0.01, -0.02], [0.01, 0.00, 0.01], [0.00, 0.00, 0.00], [-0.01, 0.00, -0.01], [0.04, -0.06, 0.02], [0.00, 0.01, 0.00], [0.01, 0.01, 0.04], [0.00, 0.00, -0.01], [-0.01, -0.02, 0.03], [-0.04, 0.00, 0.00], [0.02, 0.00, 0.01], [0.00, 0.02, -0.01], [-0.02, -0.01, 0.02], [-0.02, 0.01, -0.01], [0.02, -0.04, 0.00], [-0.04, 0.02, 0.07], [0.00, 0.02, 0.01], [0.00, -0.01, 0.00], [0.01, -0.05, -0.01], [-0.01, 0.03, 0.00], [0.00, 0.02, -0.01], [0.00, 0.01, 0.02], [0.01, 0.00, -0.06], [0.07, 0.00, 0.00], [0.00, 0.00, -0.01], [-0.01, 0.00, 0.00], [0.02, 0.03, 0.00], [-0.02, -0.09, 0.05], [0.00, 0.04, -0.02], [0.00, -0.01, -0.02], [-0.01, 0.00, -0.02], [0.01, 0.05, 0.10]]}



Entry 2:
{"formula": "C26H35N7PdSb2", "method": "wB97M-V/def2-TZVPD", "s_squared": 2.0131, "fmax_ev_per_a": 1.6, "e_homo_ha": [-0.48019, -0.48019], "spin_multiplicity": 3, "total_energy_ev": -54498.8403, "total_charge": 2, "species": ["Sb", "Sb", "Pd", "N", "N", "N", "N", "N", "N", "N", "C", "C", "C", "C", "C", "C", "C", "C", "C", "C", "C", "C", "C", "C", "C", "C", "C", "C", "C", "C", "C", "C", "C", "C", "C", "C", "H", "H", "H", "H", "H", "H", "H", "H", "H", "H", "H", "H", "H", "H", "H", "H", "H", "H", "H", "H", "H", "H", "H", "H", "H", "H", "H", "H", "H", "H", "H", "H", "H", "H", "H"], "xyz": [[-1.823299, 1.135420, -2.080490], [1.095809, -1.323184, -2.690117], [-0.467179, -0.599800, -0.740303], [1.598861, 0.761282, 5.301357], [-1.284918, -2.654949, 0.005657], [1.292513, 0.855220, 2.950087], [-1.030090, -3.752619, 0.726697], [1.222318, 1.634182, 7.222236], [0.134430, 0.521021, 1.125546], [1.912759, 1.763223, 6.170462], [0.391316, 1.891147, 2.860807], [2.867519, -2.445485, -3.149736], [-1.364018, 3.189522, -1.729417], [-1.208765, -1.142520, 7.544850], [-0.315439, 1.675322, 1.726173], [1.899569, -1.192629, 1.613528], [-0.419289, 1.468168, -4.858522], [-2.615167, -2.597055, -0.083374], [0.317652, -0.946865, -4.736877], [2.249075, 0.688204, 4.036537], [-1.754889, 1.173243, -4.283021], [2.083585, 0.541237, -2.190931], [1.100136, 3.113611, -5.791336], [-2.156347, -4.395615, 1.088551], [-0.531101, -0.022559, 7.974445], [0.543040, 0.463428, -5.099973], [-0.051210, -1.175803, 5.404119], [-0.112515, 2.783200, -5.217054], [2.049239, 2.122274, -6.027116], [-3.944715, 1.138241, -1.788791], [1.110843, 0.042619, 1.888322], [-3.210510, -3.674438, 0.582439], [0.403898, 0.529381, 7.100663], [1.765516, 0.816856, -5.684202], [0.640484, -0.049709, 5.843216], [-0.974210, -1.707075, 6.280140], [3.495693, -1.807277, -3.769525], [2.757659, -0.267587, 3.912525], [0.339671, 2.672865, 3.600181], [-2.184668, 3.801962, -2.098568], [1.863062, -1.888704, 2.453157], [-1.537682, -2.584704, 5.991116], [-0.859410, 3.554684, -5.068162], [0.904343, -1.633757, -5.345115], [-0.082962, -4.034493, 0.909785], [2.995811, 2.373204, -6.486077], [-1.125398, 2.254075, 1.318344], [1.478698, -1.682603, 0.736819], [2.947005, -0.961717, 1.412692], [3.393333, -2.705390, -2.233591], [2.212058, 1.163287, -3.076158], [1.302794, 4.136321, -6.079287], [2.604712, -3.353263, -3.688071], [-0.701816, 0.415834, 8.947928], [2.985139, 1.490895, 4.022643], [-4.260206, -3.890529, 0.674765], [-0.722179, -1.259895, -4.736690], [0.112502, -1.609935, 4.424246], [-1.229074, 3.360932, -0.664259], [-2.177433, 0.225813, -4.611881], [3.060152, 0.311563, -1.766044], [-4.383850, 0.185996, -2.078469], [1.496522, 1.081966, -1.448718], [-4.365904, 1.934599, -2.399914], [-4.158706, 1.332483, -0.739355], [2.489587, 0.035634, -5.888898], [-0.445832, 3.447560, -2.254905], [-2.124379, -5.303101, 1.668018], [-3.091160, -1.794316, -0.622102], [-2.460773, 1.973356, -4.504077], [-1.942210, -1.602255, 8.193077]], "forces_ev_per_a": [[-0.43, 0.87, -0.66], [1.01, 0.90, -0.77], [-0.31, -0.71, 1.22], [-0.13, -0.31, -0.15], [-0.33, 0.55, -0.29], [-0.11, -0.07, -0.24], [0.15, -0.15, 0.03], [-0.01, 0.16, 0.28], [0.17, -0.35, -0.64], [0.03, 0.13, -0.05], [-0.03, 0.10, -0.06], [-0.28, -0.26, 0.22], [0.05, -0.25, 0.06], [-0.03, 0.06, 0.15], [-0.10, 0.07, -0.01], [0.00, 0.16, 0.10], [0.40, -0.07, -0.14], [0.01, -0.34, 0.17], [-0.14, -0.30, 0.47], [0.18, 0.02, 0.34], [-0.10, -0.23, 0.61], [-0.07, -0.21, -0.08], [0.13, -0.03, -0.04], [0.03, 0.03, -0.02], [0.00, 0.01, 0.07], [-0.02, 0.45, -0.07], [0.01, -0.07, -0.17], [-0.09, -0.05, 0.06], [-0.04, 0.14, 0.01], [0.24, -0.08, 0.07], [-0.04, 0.10, 0.05], [-0.08, 0.10, -0.07], [0.10, -0.29, -0.59], [-0.11, -0.13, 0.04], [-0.04, 0.29, 0.47], [0.03, -0.01, -0.07], [-0.08, 0.09, 0.01], [-0.04, -0.01, -0.08], [0.00, -0.05, 0.02], [-0.02, -0.03, -0.01], [-0.01, -0.01, -0.02], [0.01, 0.01, -0.01], [0.01, 0.00, 0.00], [0.00, -0.04, 0.04], [0.03, 0.00, 0.01], [-0.01, -0.02, -0.02], [0.01, 0.00, 0.04], [0.03, -0.07, -0.02], [-0.01, -0.02, -0.01], [0.01, 0.02, -0.01], [-0.03, -0.06, -0.05], [-0.01, 0.00, 0.03], [0.00, 0.01, 0.01], [-0.03, 0.00, -0.01], [0.01, -0.01, -0.04], [0.02, -0.03, 0.02], [0.02, -0.04, -0.04], [0.00, -0.02, 0.04], [0.00, 0.05, -0.03], [-0.05, 0.04, -0.04], [0.00, -0.07, -0.02], [0.04, -0.01, -0.02], [0.05, 0.04, -0.02], [0.03, 0.01, -0.01], [-0.01, 0.00, -0.01], [0.02, 0.02, -0.01], [0.01, -0.03, 0.00], [0.01, 0.01, -0.01], [-0.03, 0.03, 0.01], [-0.05, -0.04, -0.02], [0.01, 0.00, 0.00]]}